{
  "formula": "C24H48ClF9N3O8",
  "method": "the ωB97M-V functional and the def2-TZVPD basis",
  "total_charge": 1,
  "gap_ev": 8.3,
  "energy_ha": -3068.03726,
  "species": ["C", "C", "C", "C", "C", "N", "Cl", "C", "C", "F", "F", "C", "F", "F", "C", "F", "F", "C", "F", "F", "F", "C", "N", "C", "O", "N", "O", "H", "H", "H", "H", "H", "H", "H", "H", "H", "H", "H", "H", "C", "C", "O", "H", "H", "H", "H", "H", "H", "C", "C", "O", "H", "H", "H", "H", "H", "H", "C", "C", "O", "H", "H", "H", "H", "H", "H", "C", "C", "O", "H", "H", "H", "H", "H", "H", "C", "C", "O", "H", "H", "H", "H", "H", "H", "C", "C", "O", "H", "H", "H", "H", "H", "H"],
  "coordinates": [[-4.8705, 5.0141, 2.6308], [-4.2774, 4.2492, 1.4274], [-4.8198, 2.8185, 1.4151], [-2.7149, 4.3333, 1.4023], [-2.0445, 3.0189, 1.4845], [-1.8623, 2.2774, 2.5866], [-2.3916, 2.7910, 4.0955], [-1.1513, 1.1228, 2.2826], [-0.7095, 0.0387, 3.2280], [0.6230, -0.1000, 3.0249], [-0.9080, 0.3582, 4.5157], [-1.3513, -1.3579, 2.9561], [-0.8540, -1.8687, 1.8094], [-0.9558, -2.1483, 3.9643], [-2.9231, -1.3570, 2.9330], [-3.3799, -0.2147, 3.4933], [-3.3521, -2.3858, 3.6762], [-3.5891, -1.5305, 1.5256], [-3.6498, -2.8122, 1.1969], [-4.8274, -1.0359, 1.5871], [-2.9293, -0.8514, 0.5724], [-0.9196, 1.1806, 0.9556], [-1.4833, 2.3359, 0.4801], [-1.4205, 2.6859, -0.9491], [-2.5405, 3.4192, -1.3268], [-3.3713, 2.6086, -2.2756], [-4.4788, 2.7221, -2.0293], [-5.6988, 4.4553, 3.0643], [-4.1358, 5.1601, 3.4217], [-5.2476, 5.9883, 2.3264], [-4.6209, 4.7295, 0.5119], [-5.9019, 2.8649, 1.2883], [-4.4378, 2.2095, 0.5936], [-4.6515, 2.3009, 2.3629], [-2.3452, 4.8100, 0.5026], [-2.3645, 4.9001, 2.2665], [-0.3824, 0.4681, 0.3521], [-1.4161, 1.7356, -1.4913], [-0.4959, 3.2122, -1.1648], [3.6330, 1.1145, 3.3991], [3.8169, 2.5214, 3.9312], [2.5745, 3.2333, 3.9713], [3.1979, 1.1460, 2.3985], [4.5782, 0.5740, 3.3515], [2.9498, 0.5511, 4.0374], [4.4788, 3.0980, 3.2867], [4.2539, 2.5025, 4.9338], [1.9901, 2.7465, 4.5607], [2.7106, -2.9174, -0.0635], [2.9302, -3.3738, 1.3648], [2.3876, -2.4493, 2.3107], [3.1611, -1.9341, -0.2185], [3.1399, -3.6229, -0.7698], [1.6430, -2.8333, -0.2822], [3.9927, -3.4480, 1.5900], [2.4799, -4.3594, 1.5169], [1.4454, -2.3841, 2.1332], [2.3775, 4.3096, 0.8233], [1.3393, 4.9457, -0.0746], [0.0904, 5.1421, 0.6109], [2.0232, 3.3500, 1.2037], [3.3024, 4.1426, 0.2754], [2.5886, 4.9416, 1.6887], [1.1273, 4.2991, -0.9251], [1.6909, 5.9043, -0.4642], [0.2681, 5.7303, 1.3524], [1.6822, -5.8646, -4.1936], [2.3908, -6.0171, -2.8627], [1.7019, -5.3423, -1.8067], [1.5855, -4.8085, -4.4521], [2.2301, -6.3704, -4.9891], [0.6795, -6.2898, -4.1539], [3.3881, -5.5794, -2.8985], [2.4938, -7.0766, -2.6082], [0.8215, -5.7259, -1.7467], [-3.0509, -8.4924, -5.7370], [-2.0711, -7.3470, -5.9066], [-0.7447, -7.7133, -5.5317], [-3.0547, -8.8390, -4.7033], [-4.0621, -8.1869, -6.0081], [-2.7688, -9.3380, -6.3680], [-2.3445, -6.5099, -5.2650], [-2.0744, -6.9951, -6.9434], [-0.4711, -8.4438, -6.0951], [5.0165, 2.4073, -3.5349], [4.5279, 3.1873, -2.3308], [3.7896, 2.3677, -1.4207], [4.1758, 1.9572, -4.0635], [5.5586, 3.0534, -4.2255], [5.6842, 1.5999, -3.2265], [3.8496, 3.9830, -2.6382], [5.3726, 3.6448, -1.8059], [4.3736, 1.6627, -1.1235]],
  "forces_ev_per_angstrom": [[0.042, -0.057, -0.187], [-0.021, -0.125, 0.196], [-0.233, 0.031, -0.052], [-0.229, -0.140, 0.277], [0.188, 0.050, -0.428], [0.010, 0.112, 0.014], [0.005, -0.035, 0.027], [-0.191, 0.158, 0.193], [0.378, 0.227, -0.464], [-0.119, -0.294, 0.160], [-0.072, 0.000, -0.132], [0.006, -0.082, 0.694], [-0.117, 0.161, -0.028], [0.009, 0.045, -0.189], [-0.069, -0.589, -0.039], [0.166, 0.045, -0.172], [-0.011, 0.226, -0.050], [-0.365, 0.163, 0.076], [0.214, 0.289, -0.038], [0.182, -0.143, -0.030], [-0.091, -0.083, 0.080], [0.159, -0.229, 0.345], [0.000, -0.229, -0.031], [-0.111, -0.025, -0.652], [0.034, 0.169, 0.402], [-0.095, -0.628, 0.156], [-0.027, 0.373, -0.260], [-0.080, 0.058, -0.017], [-0.011, 0.048, 0.021], [0.046, 0.068, 0.094], [0.051, -0.017, -0.041], [-0.001, -0.039, -0.016], [0.102, 0.001, 0.024], [0.117, -0.014, -0.021], [-0.009, 0.154, 0.087], [0.044, 0.114, -0.098], [-0.056, 0.098, -0.160], [0.134, -0.023, 0.034], [-0.050, 0.239, 0.230], [-0.094, 0.082, -0.050], [-0.109, -0.092, 0.089], [-0.011, -0.030, -0.075], [0.041, -0.028, -0.022], [0.005, 0.002, 0.026], [0.074, -0.070, 0.022], [-0.040, 0.069, -0.003], [0.087, 0.004, -0.039], [0.020, 0.031, 0.063], [0.107, 0.259, 0.109], [-0.192, 0.002, -0.053], [0.089, 0.049, -0.017], [0.039, -0.016, 0.027], [-0.063, -0.029, -0.034], [-0.001, -0.106, -0.047], [0.002, 0.011, 0.045], [0.091, -0.045, -0.017], [-0.009, -0.021, 0.022], [-0.064, 0.059, 0.060], [0.148, 0.091, 0.265], [0.006, -0.171, -0.138], [0.039, -0.005, -0.019], [0.010, -0.038, -0.007], [-0.011, 0.010, -0.017], [0.001, 0.042, -0.060], [-0.001, -0.022, -0.063], [-0.011, 0.007, 0.009], [-0.019, 0.183, 0.110], [-0.156, -0.087, -0.018], [-0.002, -0.019, -0.057], [0.068, 0.002, -0.018], [-0.017, -0.023, -0.004], [0.030, -0.100, -0.048], [0.006, 0.011, 0.051], [0.096, -0.001, -0.030], [-0.003, -0.015, -0.006], [0.063, -0.025, 0.086], [0.045, -0.157, -0.119], [-0.116, 0.024, 0.026], [-0.024, 0.023, 0.010], [0.002, -0.001, -0.019], [-0.035, 0.019, -0.047], [0.037, 0.023, 0.002], [-0.061, 0.070, 0.022], [0.035, -0.012, 0.020], [-0.095, -0.064, 0.018], [0.119, -0.140, 0.042], [-0.060, 0.033, -0.080], [-0.006, 0.031, -0.022], [0.017, 0.003, 0.009], [0.052, 0.037, -0.006], [-0.023, 0.008, 0.037], [-0.015, 0.080, -0.041], [-0.021, -0.027, 0.005]],
  "lowdin_charge": [-0.06, -0.36, -0.08, -0.08, -0.24, -0.32, 0.93, -0.11, -0.39, 0.14, 0.13, -0.33, 0.15, 0.18, -0.32, 0.14, 0.18, -0.53, 0.21, 0.19, 0.16, 0.06, 0.07, -0.13, -0.09, 0.06, 0.15, 0.08, 0.06, 0.08, 0.13, 0.10, 0.06, 0.06, 0.11, 0.11, 0.17, 0.14, 0.12, -0.09, -0.31, -0.10, 0.06, 0.08, 0.07, 0.11, 0.11, 0.07, -0.09, -0.30, -0.09, 0.07, 0.06, 0.07, 0.11, 0.11, 0.04, -0.08, -0.29, -0.09, 0.07, 0.06, 0.08, 0.09, 0.12, 0.10, -0.09, -0.31, -0.10, 0.08, 0.08, 0.05, 0.11, 0.11, 0.08, -0.09, -0.32, -0.10, 0.08, 0.07, 0.07, 0.11, 0.11, 0.08, -0.09, -0.32, -0.11, 0.08, 0.08, 0.08, 0.11, 0.11, 0.08]
}